# 1
The following is a quantum chemistry calculation of 2 unconnected molecules or ions with the total composition C6H15N3 in a non-equilibrium geometry, from the OMol25 dataset.

```
! RIJCOSX wB97M-V def2-TZVPD def2/J DEFGRID3
* xyz 0 1
C -2.06 -0.35 1.36
C -1.23 0.41 0.32
N -1.07 -0.21 -0.99
C -0.63 -1.55 -0.98
N -2.63 -0.51 -1.63
H -3.03 -0.62 0.94
H -2.22 0.29 2.23
H -1.56 -1.26 1.69
H -0.21 0.56 0.69
H -1.67 1.39 0.15
H -0.20 -1.82 -1.95
H -1.68 -2.07 -0.96
H 0.02 -1.82 -0.15
H -2.40 -0.53 -2.63
H -3.29 0.26 -1.53
C 2.22 0.97 -1.30
C 2.84 0.95 -0.13
N 2.15 0.69 1.04
C 2.76 0.71 2.15
H 1.16 0.77 -1.38
H 2.75 1.23 -2.21
H 3.92 1.15 -0.05
H 2.20 0.54 3.06
H 3.85 0.81 2.24
*
```

Output
Relative energy (zero: lowest compared OMol25 entry of this formula, charge and spin) in kcal per mole: 96.9
Max |F| in eV Å⁻¹: 3.74
Kohn-Sham gap in hartree: 0.3392
HOMO in eV: -8.5

Mulliken population analysis, charges in e, atoms 1 to 8:
1. C -1.1879
2. C 0.1408
3. N 0.0419
4. C -0.9983
5. N -0.6351
6. H 0.3344
7. H 0.4024
8. H 0.2763

# 2
The following is a quantum chemistry calculation of a molecular structure, C6H15N3 in a non-equilibrium geometry, from the OMol25 dataset.

```
! RIJCOSX wB97M-V def2-TZVPD def2/J DEFGRID3
* xyz 0 1
C -0.81 -0.06 0.40
C 0.31 -0.74 -1.06
C -1.70 -1.22 0.83
C 1.36 0.25 -1.30
C 0.81 -2.13 -0.70
N -1.56 1.02 -0.18
N 0.48 2.58 0.88
C 0.88 1.31 1.32
N 0.14 0.23 1.34
H -0.49 -0.73 -1.79
H -1.79 1.74 0.49
H -2.38 0.71 -0.68
H 1.03 3.35 1.21
H 0.08 2.59 -0.05
H 1.63 1.34 2.11
H -2.43 -0.87 1.56
H -2.24 -1.63 -0.02
H -1.10 -2.00 1.29
H 1.00 1.13 -1.83
H 2.27 -0.15 -1.74
H 1.65 0.71 -0.24
H 1.50 -2.50 -1.47
H 1.34 -2.09 0.25
H 0.00 -2.85 -0.63
*
```

Output
Relative energy (zero: lowest compared OMol25 entry of this formula, charge and spin) in kcal per mole: 44.5
Max |F| in eV Å⁻¹: 3.18
Kohn-Sham gap in hartree: 0.3259
HOMO in eV: -7.8

Mulliken population analysis, charges in e, atoms 1 to 8:
1. C 0.9346
2. C 0.3253
3. C -1.7048
4. C -0.9971
5. C -1.5104
6. N -0.5805
7. N -0.3873
8. C -0.5347

# 3
The following is a quantum chemistry calculation of a single C6H15N3O2 molecule in a non-equilibrium geometry, from the OMol25 dataset.

```
! RIJCOSX wB97M-V def2-TZVPD def2/J DEFGRID3
* xyz 0 1
C 2.10 -1.04 -0.03
C 1.03 -0.02 0.37
C 0.95 0.30 1.90
C -0.47 -0.47 -0.02
C -1.43 0.71 0.35
N -2.74 0.46 -0.29
N -0.72 -0.50 -1.52
N 0.03 0.18 -2.48
C -0.91 -1.82 0.61
O -0.16 -2.60 1.13
O -2.17 -2.07 0.52
H 2.04 -1.70 0.77
H 1.88 -1.43 -0.99
H 2.94 -0.45 -0.11
H 1.38 0.81 -0.18
H 0.01 -0.06 2.36
H 1.14 1.39 2.20
H 1.80 -0.26 2.44
H -1.66 0.68 1.42
H -0.90 1.76 0.05
H -2.53 0.06 -1.25
H -3.35 1.25 -0.47
H -0.73 -1.50 -1.66
H -0.29 1.12 -2.30
H 1.05 0.17 -2.50
H -2.64 -1.27 0.26
*
```

Output
Relative energy (zero: lowest compared OMol25 entry of this formula, charge and spin) in kcal per mole: 48.7
Max |F| in eV Å⁻¹: 3.71
Kohn-Sham gap in hartree: 0.3687
HOMO in eV: -9.3

Mulliken population analysis, charges in e, atoms 1 to 8:
1. C -1.9466
2. C 0.2244
3. C -1.3456
4. C 0.1139
5. C -0.6292
6. N -0.6871
7. N -0.0423
8. N -0.9018

# 4
The following is a quantum chemistry calculation of a molecular structure, C6H15N4O in a non-equilibrium geometry, from the OMol25 dataset.

```
! RIJCOSX wB97M-V def2-TZVPD def2/J DEFGRID3
* xyz 1 1
C -1.87 -0.52 0.23
C 0.56 -0.41 -0.16
C 2.61 0.10 1.24
C -0.77 -2.59 -0.56
C -0.25 1.51 -1.60
C 1.35 -0.65 1.18
N -0.72 -1.18 -0.11
N -1.43 0.79 0.67
N -2.19 1.77 0.54
N 0.12 1.02 -0.25
O -3.02 -0.74 0.10
H 1.24 -0.64 -0.95
H 3.42 -0.17 0.49
H 3.13 -0.22 2.07
H 2.70 1.19 1.16
H -1.30 -3.19 0.18
H -1.36 -2.57 -1.49
H 0.34 -2.92 -0.87
H -1.01 0.97 -2.26
H -0.53 2.52 -1.39
H 0.62 1.51 -2.28
H 0.91 -0.30 2.05
H 1.57 -1.68 1.29
H -2.00 2.65 0.90
H -2.88 2.00 -0.24
H 0.79 1.74 0.07
*
```

Output
Relative energy (zero: lowest compared OMol25 entry of this formula, charge and spin) in kcal per mole: 75.3
Max |F| in eV Å⁻¹: 5.11
Kohn-Sham gap in hartree: 0.3501
HOMO in eV: -13.4

Mulliken population analysis, charges in e, atoms 1 to 8:
1. C 0.3493
2. C -0.1686
3. C -1.3987
4. C -0.9372
5. C -1.0459
6. C -0.4360
7. N 0.1823
8. N 0.3109

# 5
The following is a quantum chemistry calculation of a gas-phase ion, C6H15N4O2 (charge +1) in a non-equilibrium geometry, from the OMol25 dataset.

```
! RIJCOSX wB97M-V def2-TZVPD def2/J DEFGRID3
* xyz 1 1
N -3.11 0.23 -0.67
C -1.97 0.60 -0.01
N -2.05 2.00 0.44
N -1.04 -0.14 0.39
C -0.84 -1.70 -0.28
C 0.43 -1.43 -1.04
C 1.66 -1.10 -0.06
C 1.96 0.13 0.68
N 1.04 0.17 1.67
C 1.66 1.16 -0.22
O 0.88 2.09 -0.25
O 2.58 1.34 -1.13
H -3.81 0.90 -0.99
H -3.36 -0.93 -0.90
H -1.19 2.29 0.81
H -2.72 2.73 -0.17
H -0.37 0.10 1.00
H -0.81 -2.31 0.76
H -1.74 -2.02 -0.62
H 0.49 -2.35 -1.58
H 0.42 -0.68 -1.64
H 2.47 -1.35 -0.84
H 1.77 -2.28 0.56
H 2.88 0.18 1.09
H 1.14 -0.58 2.59
H 1.24 0.92 2.31
H 2.42 2.05 -1.92
*
```

Output
Relative energy (zero: lowest compared OMol25 entry of this formula, charge and spin) in kcal per mole: 174.4
Max |F| in eV Å⁻¹: 10.04
Kohn-Sham gap in hartree: 0.4036
HOMO in eV: -13.6

Mulliken population analysis, charges in e, atoms 1 to 8:
1. N -0.4378
2. C 0.7295
3. N -0.5521
4. N -0.2180
5. C -0.8605
6. C -1.0896
7. C -0.9231
8. C 0.0031

# 6
The following is a quantum chemistry calculation of 2 unconnected molecules or ions with the total composition C6H15NO in a non-equilibrium geometry, from the OMol25 dataset.

```
! RIJCOSX wB97M-V def2-TZVPD def2/J DEFGRID3
* xyz 0 1
C -0.07 -0.84 2.42
C 0.89 -1.28 1.27
C 0.22 -1.82 0.00
C -0.75 -0.65 -0.33
C -0.51 0.31 -1.30
C -1.40 1.40 -1.71
N 0.49 -0.03 -2.25
H -1.07 -0.83 2.05
H -0.03 -1.59 3.20
H 0.27 0.11 2.79
H 1.34 -0.22 1.03
H 1.63 -1.85 1.65
H -0.44 -2.71 0.11
H 0.94 -1.86 -0.68
H -1.68 -0.65 0.20
H -1.68 1.89 -0.72
H -2.34 1.11 -2.21
H -0.96 2.12 -2.41
H 0.41 0.37 -3.16
H 1.43 -0.25 -1.98
O 1.31 2.66 0.89
H 0.37 2.59 0.92
H 1.63 2.04 0.23
*
```

Output
Relative energy (zero: lowest compared OMol25 entry of this formula, charge and spin) in kcal per mole: 66.4
Max |F| in eV Å⁻¹: 5.64
Kohn-Sham gap in hartree: 0.3154
HOMO in eV: -7.7

Mulliken population analysis, charges in e, atoms 1 to 8:
1. C -1.0335
2. C -0.2390
3. C -0.7679
4. C -0.2094
5. C 0.1763
6. C -1.2807
7. N -0.4766
8. H 0.2848

# 7
The following is a quantum chemistry calculation of a single C6H15NO molecule in a non-equilibrium geometry, from the OMol25 dataset.

```
! RIJCOSX wB97M-V def2-TZVPD def2/J DEFGRID3
* xyz 0 1
C -0.89 -2.07 0.86
N -0.98 -0.62 0.71
C -2.06 -0.13 1.56
C 0.27 0.03 1.10
C 1.37 0.04 0.03
C 0.82 0.23 -1.38
C 0.69 1.70 -1.77
O 1.91 2.19 -2.34
H -0.77 -2.55 1.84
H -1.74 -2.47 0.32
H 0.03 -2.41 0.36
H -3.03 -0.49 1.19
H -2.20 0.94 1.42
H -1.88 -0.31 2.62
H 0.75 -0.37 2.00
H -0.02 1.05 1.37
H 1.87 -0.94 0.08
H 2.14 0.80 0.17
H 1.42 -0.25 -2.16
H -0.16 -0.22 -1.46
H 0.49 2.29 -0.87
H -0.09 1.91 -2.51
H 2.08 1.65 -3.13
*
```

Output
Relative energy (zero: lowest compared OMol25 entry of this formula, charge and spin) in kcal per mole: 44.1
Max |F| in eV Å⁻¹: 1.60
Kohn-Sham gap in hartree: 0.3648
HOMO in eV: -8.9

Mulliken population analysis, charges in e, atoms 1 to 8:
1. C -1.1237
2. N 0.1092
3. C -1.0674
4. C -0.7522
5. C -1.0048
6. C -0.3865
7. C -0.6011
8. O -0.5256

# 8
The following is a quantum chemistry calculation of a molecular structure, C6H15NO in a non-equilibrium geometry, from the OMol25 dataset.

```
! RIJCOSX wB97M-V def2-TZVPD def2/J DEFGRID3
* xyz 0 1
C 1.50 2.88 -1.35
O 0.12 3.49 -0.55
C 1.25 1.34 -1.43
C 0.79 0.80 -0.02
C 0.09 -0.56 -0.29
C -0.43 -1.19 0.97
N -1.85 -2.10 0.39
C -2.11 -3.08 1.40
H 1.25 3.38 -2.28
H 2.51 3.03 -0.96
H 1.13 3.45 -0.24
H 2.15 0.76 -1.65
H 0.57 1.17 -2.27
H 0.07 1.54 0.33
H 1.63 0.67 0.68
H 0.82 -1.16 -0.83
H -0.74 -0.39 -0.97
H 0.09 -2.07 1.33
H -0.52 -0.54 1.85
H -1.74 -1.14 0.86
H -1.19 -3.68 1.66
H -2.57 -2.77 2.35
H -2.83 -3.83 1.05
*
```

Output
Relative energy (zero: lowest compared OMol25 entry of this formula, charge and spin) in kcal per mole: 181.5
Max |F| in eV Å⁻¹: 4.83
Kohn-Sham gap in hartree: 0.3596
HOMO in eV: -8.9

Mulliken population analysis, charges in e, atoms 1 to 8:
1. C -0.5929
2. O -0.5187
3. C -0.6276
4. C -0.6744
5. C -0.6666
6. C -0.7316
7. N -0.4719
8. C -0.7397

# 9
The following is a quantum chemistry calculation of 2 unconnected molecules or ions with the total composition C6H15NO in a non-equilibrium geometry, from the OMol25 dataset.

```
! RIJCOSX wB97M-V def2-TZVPD def2/J DEFGRID3
* xyz 0 1
C -1.28 -1.34 2.02
C 0.12 -1.10 1.28
C -0.04 0.35 0.72
C 0.85 0.42 -0.48
C 2.39 0.40 0.02
C 0.29 0.98 -1.52
N 0.98 1.57 -2.74
H -1.27 -0.54 2.84
H -2.14 -1.31 1.48
H -1.14 -2.43 2.47
H 0.16 -1.78 0.49
H 1.12 -1.23 1.94
H -1.19 0.33 0.65
H 0.29 1.10 1.43
H 2.78 -0.67 0.00
H 2.40 0.54 1.16
H 2.91 1.06 -0.53
H -0.87 1.18 -1.71
H 1.92 1.67 -2.54
H 0.59 2.31 -3.04
O -3.17 -0.85 -1.34
H -3.39 0.11 -0.96
H -2.30 -0.77 -1.64
*
```

Output
Relative energy (zero: lowest compared OMol25 entry of this formula, charge and spin) in kcal per mole: 102.1
Max |F| in eV Å⁻¹: 10.14
Kohn-Sham gap in hartree: 0.3338
HOMO in eV: -8.3

Mulliken population analysis, charges in e, atoms 1 to 8:
1. C -1.2499
2. C -0.4077
3. C -0.5698
4. C 0.5934
5. C -1.3541
6. C -0.1315
7. N -0.5603
8. H 0.3030

# 10
The following is a quantum chemistry calculation of a single C6H15NO molecule in a non-equilibrium geometry, from the OMol25 dataset.

```
! RIJCOSX wB97M-V def2-TZVPD def2/J DEFGRID3
* xyz 0 1
C -0.85 -2.54 -2.16
C -0.59 -2.26 -0.65
C -1.37 -0.82 -0.47
N -1.24 -0.38 0.95
C 0.09 0.02 1.43
C 0.42 1.45 1.13
C 1.79 1.65 0.44
O 1.70 2.81 -0.33
H -0.16 -3.36 -2.47
H -0.60 -1.85 -2.97
H -1.86 -2.87 -2.38
H 0.48 -1.98 -0.53
H -1.03 -3.03 0.04
H -1.15 -0.15 -1.24
H -2.45 -0.99 -0.47
H -1.89 0.39 0.99
H 0.07 -0.19 2.51
H 0.81 -0.65 1.09
H 0.25 2.11 1.96
H -0.47 1.75 0.32
H 2.68 1.61 1.09
H 1.92 0.79 -0.33
H 1.51 3.65 0.11
*
```

Output
Relative energy (zero: lowest compared OMol25 entry of this formula, charge and spin) in kcal per mole: 69.2
Max |F| in eV Å⁻¹: 4.94
Kohn-Sham gap in hartree: 0.3513
HOMO in eV: -8.6

Mulliken population analysis, charges in e, atoms 1 to 8:
1. C -1.2901
2. C -0.1529
3. C -0.8557
4. N -0.4281
5. C -0.8792
6. C -0.1626
7. C -0.4361
8. O -0.5456